# 1
The following is a DFT calculation (ωB97M-V/def2-TZVPD) of a molecular structure, C27H50BrN2O3Si2 in a non-equilibrium geometry.

E_tot	-123729.029	eV
HOMO	-0.170	Eh

```
! wB97M-V def2-TZVPD RIJCOSX def2/J DEFGRID3
* xyz -1 1
C 2.09 -2.96 2.41
C 0.68 -3.50 1.80
C 0.90 -4.63 0.68
C 1.11 -4.08 -0.83
C 1.21 -2.49 -0.96
C 1.88 -2.05 -2.38
C 3.47 -2.30 -2.25
C 4.37 -0.98 -2.45
C 3.88 0.28 -1.59
C 4.83 0.65 -0.33
C 4.39 -0.21 0.96
C 3.60 0.66 2.08
C 2.19 1.25 1.54
C 1.27 1.86 2.74
C -0.05 0.96 3.00
C -1.38 1.83 3.34
C -1.83 2.68 2.01
C -3.38 2.40 1.70
Si -3.75 2.01 -0.18
C -2.38 2.83 -1.23
C -1.11 1.86 -1.55
C 0.20 2.83 -1.40
N 1.33 2.42 -2.29
O -5.35 2.67 -0.44
Si -5.79 2.63 -2.11
Br -5.76 4.77 -3.01
C -7.46 1.73 -2.40
O -7.58 0.86 -3.34
O -8.52 2.08 -1.57
C -3.70 0.09 -0.28
C -4.27 -0.79 -1.42
C -4.19 -2.31 -1.31
N -3.62 -3.16 -0.32
C -3.08 -2.31 0.68
C -3.07 -0.79 0.82
H 2.32 -1.89 2.09
H 2.04 -3.00 3.56
H 2.91 -3.68 2.08
H -0.03 -2.66 1.48
H 0.15 -4.03 2.69
H 1.84 -5.24 0.96
H 0.01 -5.36 0.69
H 2.08 -4.56 -1.23
H 0.24 -4.50 -1.47
H 0.17 -2.03 -0.85
H 1.89 -2.00 -0.16
H 1.41 -2.68 -3.23
H 1.61 -0.95 -2.58
H 3.75 -3.06 -3.08
H 3.70 -2.73 -1.21
H 4.39 -0.65 -3.55
H 5.45 -1.24 -2.14
H 3.88 1.20 -2.29
H 2.81 0.19 -1.18
H 5.93 0.50 -0.62
H 4.60 1.76 -0.08
H 3.74 -1.07 0.58
H 5.34 -0.61 1.47
H 4.31 1.51 2.38
H 3.47 -0.04 2.99
H 1.67 0.37 1.01
H 2.45 2.12 0.84
H 0.98 2.95 2.50
H 1.92 1.83 3.70
H 0.19 0.20 3.84
H -0.27 0.31 2.06
H -2.19 1.11 3.69
H -1.09 2.54 4.20
H -1.10 2.37 1.19
H -1.68 3.78 2.30
H -3.94 3.40 1.89
H -3.88 1.62 2.38
H -1.97 3.72 -0.62
H -2.71 3.24 -2.24
H -1.01 1.10 -0.67
H -1.17 1.36 -2.57
H -0.11 3.90 -1.73
H 0.56 2.91 -0.33
H 1.36 3.13 -3.05
H 2.19 2.63 -1.74
H -4.77 1.85 -2.83
H -4.76 -0.31 -2.33
H -4.67 -2.89 -2.19
H -2.55 -2.89 1.53
H -2.60 -0.31 1.74
*
```

# 2
The following is a DFT calculation (ωB97M-V/def2-TZVPD) of 3 unconnected molecules or ions with the total composition C27H50F5N7O13P2 in a non-equilibrium geometry.

E_tot	-98013.966	eV
HOMO	-0.314	Eh

```
! wB97M-V def2-TZVPD RIJCOSX def2/J DEFGRID3
* xyz 0 1
C -4.41 4.17 -1.70
C -5.11 2.91 -1.05
F -5.38 3.26 0.28
C -4.27 1.57 -1.23
N -3.77 0.92 -0.04
C -4.80 0.16 0.57
C -5.10 -1.19 0.02
C -6.19 -1.90 0.64
C -6.98 -1.37 1.72
N -6.75 -0.13 2.19
C -5.73 0.54 1.62
C -2.43 1.11 0.47
C -2.45 0.91 2.05
N -3.25 1.97 2.75
C -2.00 2.60 0.15
C -0.68 3.18 0.73
C -0.76 3.75 2.20
F -0.12 2.92 3.16
C -1.38 0.06 -0.23
N -2.06 -1.22 -0.14
C 0.02 -0.05 0.49
C 0.38 -1.44 1.18
C -0.42 -1.78 2.48
F 0.52 -2.52 0.28
O -1.39 0.47 -1.61
C -0.48 0.01 -2.52
C -1.16 0.14 -3.95
N -1.41 1.58 -4.24
O 0.68 0.91 -2.64
N 0.49 2.10 -1.95
O 0.90 2.98 -2.60
N 0.10 -1.36 -2.39
C -0.57 -2.38 -3.10
O -0.01 -3.12 -3.82
F -1.92 -2.61 -2.95
C 1.53 -1.40 -2.66
O 2.33 -1.55 -1.83
F 2.01 -1.23 -3.94
H -3.52 4.51 -1.12
H -5.13 5.03 -1.69
H -4.16 3.99 -2.78
H -6.11 2.84 -1.57
H -4.98 0.85 -1.74
H -3.51 1.80 -2.03
H -4.49 -1.59 -0.82
H -6.41 -2.93 0.27
H -7.78 -2.03 2.14
H -5.59 1.58 2.03
H -1.44 0.99 2.52
H -2.80 -0.12 2.33
H -3.89 1.42 3.34
H -2.65 2.41 3.47
H -1.94 2.81 -0.95
H -2.84 3.24 0.52
H 0.26 2.59 0.55
H -0.49 4.12 0.13
H -1.81 4.04 2.48
H -0.19 4.73 2.23
H -2.49 -1.45 0.74
H -1.68 -1.99 -0.67
H 0.91 0.12 -0.19
H 0.21 0.69 1.31
H 1.43 -1.26 1.55
H -1.35 -2.38 2.30
H 0.24 -2.47 3.08
H -0.62 -0.91 3.14
H -2.18 -0.33 -3.96
H -0.50 -0.23 -4.77
H -0.62 1.92 -4.79
H -2.28 1.70 -4.75
C 4.43 -2.65 -4.12
O 5.10 -3.70 -4.84
P 5.15 -5.20 -4.05
O 6.15 -5.78 -5.02
O 3.62 -5.56 -4.50
C 3.30 -5.53 -5.89
O 5.11 -6.51 -2.99
C 6.35 -7.15 -2.69
H 4.36 -1.78 -4.77
H 3.42 -2.96 -3.84
H 5.00 -2.39 -3.23
H 4.18 -5.61 -6.52
H 2.77 -4.60 -6.11
H 2.63 -6.36 -6.10
H 7.14 -6.42 -2.51
H 6.64 -7.81 -3.51
H 6.21 -7.75 -1.79
C 3.58 0.39 3.93
O 3.52 0.91 5.27
P 4.43 2.33 5.54
O 4.29 2.24 7.04
O 3.26 3.26 4.89
C 1.95 3.18 5.43
O 5.48 3.65 5.52
C 6.50 3.69 6.50
H 2.87 -0.44 3.86
H 3.29 1.17 3.21
H 4.58 0.04 3.71
H 1.93 2.76 6.44
H 1.34 2.57 4.77
H 1.52 4.18 5.46
H 6.98 2.72 6.61
H 6.10 4.03 7.45
H 7.25 4.42 6.17
*
```